55
Properties=species:S:1:pos:R:3:forces:R:3 method="wB97M-V/def2-TZVPD" energy_ev=-75113.968 orbital_gap_ev="4.505 / 4.353" e_homo_ev="-16.34 / -16.34" s_squared=1.153 mol_weight_g_mol=713.5 spin_multiplicity=2 charge=+3
W -0.65323 0.71463 -0.57926 0.2 0.6 0.2
O 1.83286 -0.71857 -3.72156 0.0 0.1 0.0
C 1.10844 -0.51575 -2.68192 0.1 -0.3 0.0
O 0.72055 0.60032 -2.28871 -0.3 -0.2 0.1
C 0.77039 -1.71062 -1.85896 0.1 0.3 -0.3
C 1.22387 -3.00223 -2.04808 0.0 -0.1 0.0
C 0.92301 -3.94297 -1.06650 0.0 0.1 0.0
C 0.24213 -3.53868 0.08213 0.0 -0.1 0.0
C -0.16336 -2.22233 0.18439 -0.1 0.1 0.3
N 0.05754 -1.33969 -0.79606 0.0 -0.1 0.3
C -0.73341 -1.52153 1.38834 0.0 -0.2 -0.1
O -1.09045 -2.09180 2.47758 0.1 0.1 -0.1
O -0.81234 -0.28284 1.31178 0.0 0.0 0.0
H 2.08711 0.10039 -4.19251 0.0 0.0 0.0
H 1.81091 -3.25360 -2.92230 0.0 0.0 0.0
H 1.25335 -4.96864 -1.17151 0.0 0.0 0.0
H 0.06559 -4.24729 0.88225 0.0 0.0 0.0
H -0.99871 -3.05800 2.52220 0.0 0.0 0.0
S -1.51030 2.67229 0.56045 -0.1 -0.3 -0.3
C -0.31251 3.09642 1.66389 0.2 0.0 0.2
C -0.65109 4.05992 2.65795 0.1 0.0 0.0
N -0.92502 4.83533 3.46199 0.0 0.0 0.0
C 0.98384 2.57206 1.57906 -0.1 0.1 0.1
S 1.40819 1.50744 0.34776 -0.1 -0.1 -0.3
C 2.00520 2.96644 2.49146 0.0 0.0 0.0
N 2.83824 3.26435 3.22619 0.0 0.0 0.0
S -2.11892 2.62479 -3.27158 -0.2 0.3 -0.4
C -1.51336 1.84096 -2.16465 0.1 -0.1 0.4
C -7.00627 -2.42069 4.03860 0.0 0.0 0.0
C -6.93195 -0.92690 3.77420 -0.2 0.0 -0.2
N -6.51972 -0.61461 2.38398 -0.2 0.0 0.2
C -7.53526 -0.02569 1.50176 0.1 0.0 0.0
C -8.61375 -1.01271 1.09232 0.0 -0.1 0.0
C -5.24120 -0.78865 2.08968 0.2 -0.2 -0.1
O -4.35727 -1.12759 2.87833 -0.1 0.1 0.0
C -4.72635 -0.65452 0.66230 0.0 0.1 0.1
C -5.23013 -1.26591 -0.47273 -0.1 -0.1 0.0
C -4.45910 -1.28942 -1.63554 0.0 0.0 0.0
C -3.21995 -0.70024 -1.62931 -0.1 0.0 0.1
N -2.72578 -0.08197 -0.52426 0.1 -0.1 -0.3
C -3.47815 -0.05860 0.58612 0.1 -0.1 -0.1
H -7.38007 -2.58742 5.04821 0.0 0.0 0.0
H -6.02231 -2.87966 3.96025 0.0 0.0 0.0
H -7.68902 -2.91472 3.34699 0.0 0.0 0.0
H -6.23768 -0.43499 4.45236 0.1 0.0 0.0
H -7.91201 -0.47194 3.91079 0.0 0.0 0.0
H -7.04363 0.41025 0.63220 0.1 0.0 0.0
H -7.97630 0.81138 2.04421 0.0 0.0 0.0
H -8.19686 -1.88495 0.58352 0.0 0.0 0.0
H -9.33059 -0.53283 0.42730 0.0 0.0 0.0
H -9.16266 -1.37596 1.96096 0.0 0.0 0.0
H -6.19553 -1.75535 -0.45151 0.0 0.0 0.0
H -4.81380 -1.77824 -2.53259 0.0 0.0 0.0
H -2.59718 -0.71098 -2.51517 0.0 0.0 0.0
H -3.06079 0.38381 1.47926 0.0 0.1 0.0